{
  "formula": "H22O11",
  "method": "ωB97M-V with the def2-TZVPD basis set",
  "species": ["H", "H", "H", "H", "H", "H", "H", "H", "H", "H", "H", "H", "H", "H", "H", "H", "H", "H", "H", "H", "H", "H", "O", "O", "O", "O", "O", "O", "O", "O", "O", "O", "O"],
  "xyz": [[-0.090, -0.989, -0.635], [0.978, 0.050, -0.572], [1.670, 1.148, -4.407], [1.160, 0.342, -3.311], [-2.272, -2.891, 2.808], [-1.470, -2.518, 1.573], [-3.284, -2.564, 0.384], [-3.576, -1.276, -0.319], [-0.697, 0.894, 4.933], [-1.225, 1.211, 3.510], [-2.879, 2.269, -0.719], [-2.473, 1.545, -1.847], [3.792, -0.360, -3.911], [4.461, -1.438, -3.062], [-0.598, 1.992, 1.254], [-2.092, 1.751, 1.252], [4.851, -0.665, 2.081], [3.737, -0.135, 1.361], [0.198, -1.626, 2.366], [0.407, -3.102, 1.983], [0.328, 2.930, -2.608], [-0.784, 2.356, -3.221], [0.118, -0.179, -0.249], [1.410, 1.256, -3.435], [-1.593, -2.281, 2.500], [-3.221, -1.608, 0.504], [-0.855, 1.597, 4.257], [-2.654, 1.345, -0.979], [3.640, -1.180, -3.577], [-1.291, 1.386, 1.559], [4.111, -0.108, 2.310], [0.295, -2.182, 1.617], [-0.104, 3.032, -3.402]],
  "forces_ev_per_a": [[-0.5258, -2.2563, -0.7537], [0.7643, 0.0637, -0.2749], [-0.4574, 0.9712, 1.8050], [-0.1283, -0.6466, 0.7787], [-0.3713, 0.3055, 0.3049], [-0.0240, 0.5978, 0.3332], [-0.1084, 0.0508, 0.1270], [-0.0845, 0.4688, -0.3261], [-0.3098, 0.8432, -1.0545], [-0.9713, -1.2593, -2.3918], [-0.0407, -0.9719, 0.3836], [0.8470, -0.0392, -3.5408], [0.8167, 3.7905, -1.3927], [-1.5592, 0.5743, -1.0434], [-0.2359, -0.3726, 0.1263], [-1.3490, 0.4200, -0.5844], [0.9281, -0.4254, 0.7094], [0.0543, 0.5411, 2.3072], [-0.1767, 0.7070, 0.8882], [-0.0675, 1.7415, -0.3680], [2.3344, 0.0821, 2.6499], [0.1791, 0.4097, -0.8673], [0.0413, 2.3661, 0.6975], [1.5861, -1.6520, -2.4806], [-3.0684, -1.2212, 1.5798], [-0.1089, -0.4496, -0.2123], [1.3971, 0.4749, 3.5621], [-1.1298, 1.1120, 2.8700], [0.7138, -4.3567, 2.4798], [1.4551, -0.1314, 0.8082], [-0.9969, -0.1331, -2.9861], [4.0587, -2.3991, -2.2420], [-3.4623, 0.7941, -1.8925]],
  "nbo_charge": [0.466, 0.453, 0.469, 0.465, 0.449, 0.490, 0.451, 0.471, 0.461, 0.491, 0.458, 0.451, 0.464, 0.475, 0.471, 0.462, 0.456, 0.460, 0.495, 0.463, 0.462, 0.444, -0.918, -0.936, -0.954, -0.922, -0.961, -0.909, -0.939, -0.925, -0.916, -0.945, -0.905],
  "smiles": "O.O.O.O.O.O.O.O.O.O.O",
  "homo_lumo_gap_ev": 9.67,
  "largest_force_ha_per_bohr": 0.10153
}